a) {
  "formula": "C3H6NO",
  "method": "ωB97M-V/def2-TZVPD",
  "symbols": ["C", "C", "C", "N", "O", "H", "H", "H", "H", "H", "H"],
  "positions_angstrom": [[0.50453, -0.79444, -0.02523], [1.94294, -0.43595, 0.02127], [-0.14358, 0.35255, 0.03919], [-1.62167, 0.42710, -0.01918], [2.11682, 0.74373, -0.02838], [0.10829, -1.78981, -0.10414], [2.72259, -1.19549, 0.10450], [0.31774, 1.32065, 0.13191], [-1.91489, 0.82194, -0.92608], [-1.97948, 1.05254, 0.71945], [-2.05329, -0.50282, 0.08670]],
  "lumo_ev": -4.626,
  "homo_lumo_gap_ev": 9.867,
  "smiles": "[NH3+]/C=C/C=O",
  "charge": 1
}



b) {
  "formula": "C3H6NO",
  "method": "ωB97M-V/def2-TZVPD",
  "symbols": ["C", "C", "C", "N", "O", "H", "H", "H", "H", "H", "H"],
  "positions_angstrom": [[0.28387, 0.72442, -1.06262], [-0.97964, 0.48747, -1.35089], [0.09225, -0.36787, -0.03444], [0.39434, -0.25364, 1.38150], [-1.24066, -0.45199, -0.39747], [1.12571, 1.45731, -1.38386], [-1.65839, 0.93735, -2.05669], [0.70576, -1.90774, -0.34214], [-0.05773, 0.64861, 1.81250], [1.40725, -0.34373, 1.57508], [-0.07277, -0.93021, 1.85903]],
  "lumo_ev": -4.468,
  "homo_lumo_gap_ev": 9.811,
  "charge": 1
}



Stability check: which of them is most stable? a).



a) {
  "formula": "CH2O3P2",
  "method": "ωB97M-V/def2-TZVPD",
  "symbols": ["C", "O", "O", "O", "P", "P", "H", "H"],
  "positions_angstrom": [[-0.81628, 0.57578, 0.11612], [1.56592, 0.34696, -0.64892], [0.20918, -1.69542, -1.58445], [0.74449, -0.87992, 1.49402], [0.73768, 0.59486, 1.32018], [0.33038, -0.49554, -0.79288], [-1.68607, 0.08903, 0.54567], [-1.08530, 1.46425, -0.44974]],
  "lumo_ev": -0.297,
  "homo_lumo_gap_ev": 10.072,
  "smiles": "O=[P@@]12C[P@]1(=O)O2"
}



b) {
  "formula": "CH2O3P2",
  "method": "ωB97M-V/def2-TZVPD",
  "symbols": ["C", "O", "O", "O", "P", "P", "H", "H"],
  "positions_angstrom": [[-1.88933, -0.79181, 1.44938], [-2.57447, -1.47199, 0.86353], [1.25211, -0.15180, 1.94050], [0.25878, -0.07862, -0.37826], [0.32549, -0.85107, 1.09457], [0.89820, 1.32887, -0.99936], [-0.09512, 1.42529, -2.13271], [1.82435, 0.59114, -1.83765]],
  "lumo_ev": -0.774,
  "homo_lumo_gap_ev": 9.116
}



Stability check: which of them is most stable? a).



a) {
  "formula": "CH8O2",
  "method": "ωB97M-V/def2-TZVPD",
  "symbols": ["C", "H", "H", "H", "H", "H", "H", "O", "H", "H", "O"],
  "positions_angstrom": [[-0.23208, 0.28841, 2.34945], [-1.06876, -0.38256, 2.17943], [0.13055, 0.63432, 1.39229], [-0.59123, 1.10325, 2.96920], [0.49247, -0.28049, 2.92149], [0.96264, -2.15890, -1.31430], [-0.55028, -1.99146, -1.06538], [0.26192, -1.50382, -1.25091], [0.54792, 1.85958, -1.58340], [0.21074, 0.41904, -1.13857], [-0.12165, 1.33104, -1.14327]],
  "lumo_ev": 0.569,
  "homo_lumo_gap_ev": 11.444,
  "smiles": "C.O.O"
}



b) {
  "formula": "CH8O2",
  "method": "ωB97M-V/def2-TZVPD",
  "symbols": ["C", "H", "H", "H", "H", "H", "H", "O", "H", "H", "O"],
  "positions_angstrom": [[-1.32337, -0.87664, -1.07429], [-1.91878, -1.65802, -0.60869], [-0.58062, -1.32210, -1.72999], [-1.01051, -0.14817, -0.33469], [-1.95649, -0.28697, -1.73599], [0.69582, -0.97321, -0.24830], [2.01506, -0.81020, 0.73371], [1.35215, -0.42772, 0.19289], [1.32384, 1.93002, 0.99110], [0.40640, 2.02333, 2.15890], [0.99652, 2.54967, 1.65536]],
  "lumo_ev": 0.711,
  "homo_lumo_gap_ev": 11.884,
  "smiles": "C.O.O"
}



Stability check: which of them is most stable? a).



a) {
  "formula": "C4H2O",
  "method": "ωB97M-V/def2-TZVPD",
  "symbols": ["C", "C", "C", "C", "O", "H", "H"],
  "positions_angstrom": [[-2.05330, 0.40764, 0.41988], [-3.18539, -0.20372, 0.60802], [1.60407, -0.34803, -0.31394], [-1.15649, 1.16989, -0.00142], [1.43766, -0.89408, 0.73478], [2.43618, -0.61299, -0.87458], [0.91727, 0.48128, -0.57274]],
  "lumo_ev": -2.272,
  "homo_lumo_gap_ev": 7.888
}



b) {
  "formula": "C4H2O",
  "method": "ωB97M-V/def2-TZVPD",
  "symbols": ["C", "C", "C", "C", "O", "H", "H"],
  "positions_angstrom": [[-0.89996, -2.22608, 0.12554], [-1.97167, -2.12014, 0.71832], [1.05027, -0.97479, -0.90029], [0.38305, -1.88895, 0.08180], [0.58192, 0.03097, -1.32477], [0.89669, -2.25667, 1.00122], [2.23780, -1.39804, -1.23907]],
  "lumo_ev": -2.344,
  "homo_lumo_gap_ev": 8.130
}



Stability check: which of them is most stable? b).



a) {
  "formula": "C2H5IO",
  "method": "ωB97M-V/def2-TZVPD",
  "symbols": ["C", "C", "O", "I", "H", "H", "H", "H", "H"],
  "positions_angstrom": [[-2.18388, 0.53927, 0.16587], [-1.24597, -0.24245, -0.31751], [0.12548, -0.06547, -0.21786], [5.06038, -0.18896, -0.18251], [4.13028, -1.48632, 0.28666], [-3.23095, 0.44807, 0.20771], [-1.79029, 1.40633, 0.65298], [-1.40350, -1.03816, -1.02629], [0.53844, 0.62770, 0.43095]],
  "lumo_ev": 0.452,
  "homo_lumo_gap_ev": 9.666,
  "smiles": "C=CO.I"
}



b) {
  "formula": "C2H5IO",
  "method": "ωB97M-V/def2-TZVPD",
  "symbols": ["C", "C", "O", "I", "H", "H", "H", "H", "H"],
  "positions_angstrom": [[0.49338, -0.51694, 0.64119], [-0.11348, 0.10522, -0.55785], [-0.30106, 1.51879, -0.38202], [-1.83085, -0.94034, -1.48981], [-0.07652, -0.25934, 1.50994], [0.72975, -1.64902, 0.58478], [1.45478, 0.01731, 0.97428], [0.71482, 0.01751, -1.36648], [-1.07082, 1.70681, 0.08598]],
  "lumo_ev": 0.391,
  "homo_lumo_gap_ev": 9.996,
  "smiles": "C[C@H](O)I"
}



Stability check: which of them is most stable? b).



a) {
  "formula": "C4H7F",
  "method": "ωB97M-V/def2-TZVPD",
  "symbols": ["C", "C", "C", "C", "H", "H", "H", "H", "H", "H", "H", "F"],
  "positions_angstrom": [[0.10631, -1.46435, -1.15647], [-0.86109, -0.29143, -0.88345], [-0.12905, 0.32595, 0.37778], [1.05960, 0.04059, 1.00709], [-0.36142, -2.30484, -0.26812], [1.35807, -1.42847, -0.92510], [-0.03530, -1.72526, -2.33413], [-1.92713, -0.72471, -0.75727], [-0.55592, 0.67131, -1.58006], [1.29891, 0.78223, 1.81965], [1.71353, -0.73716, 0.84424], [-0.28281, 1.53358, 0.79235]],
  "lumo_ev": 0.955,
  "homo_lumo_gap_ev": 9.821,
  "smiles": "C=C(F)CC"
}



b) {
  "formula": "C4H7F",
  "method": "ωB97M-V/def2-TZVPD",
  "symbols": ["C", "C", "C", "C", "H", "H", "H", "H", "H", "H", "H", "F"],
  "positions_angstrom": [[1.67943, -0.34224, -0.19185], [0.40671, 0.34805, 0.26711], [-0.94022, -0.50499, -0.05257], [-2.04031, 0.19869, -0.07595], [1.78071, -1.31252, 0.25179], [1.83656, -0.30365, -1.22194], [2.43058, 0.30471, 0.33409], [0.39675, 0.48332, 1.29706], [-0.82636, -1.56721, -0.17517], [-2.98667, -0.33663, -0.35074], [-1.95947, 1.27910, 0.09832], [0.22228, 1.75337, -0.18015]],
  "lumo_ev": 1.119,
  "homo_lumo_gap_ev": 11.272,
  "smiles": "C=C[C@@H](C)F"
}



Stability check: which of them is most stable? b).



a) {
  "formula": "C2H7NOSi",
  "method": "ωB97M-V/def2-TZVPD",
  "symbols": ["C", "C", "N", "O", "Si", "H", "H", "H", "H", "H", "H", "H"],
  "positions_angstrom": [[-1.50476, 0.83669, 0.08857], [0.47287, 1.66660, -1.24670], [-0.76535, 1.32235, -0.71234], [-2.49100, 0.49119, 0.61645], [0.35658, -1.88469, 1.12134], [-0.72517, -2.04293, 0.06635], [0.71535, 2.64852, -1.22623], [1.25573, 0.95522, -0.78918], [0.53170, 1.30213, -2.39542], [-0.02031, -0.83555, 1.90154], [0.52563, -2.89746, 2.06998], [1.64872, -1.56207, 0.50563]],
  "lumo_ev": 0.741,
  "homo_lumo_gap_ev": 10.975,
  "smiles": "CN=C=O.[SiH4]"
}



b) {
  "formula": "C2H7NOSi",
  "method": "ωB97M-V/def2-TZVPD",
  "symbols": ["C", "C", "N", "O", "Si", "H", "H", "H", "H", "H", "H", "H"],
  "positions_angstrom": [[-0.07495, 0.46003, 1.72630], [0.99573, 0.16247, 0.87498], [2.03127, 0.18877, 0.35565], [3.09823, -0.04202, -0.18832], [-1.01413, -0.46592, -1.78007], [-0.95314, 0.11080, 1.27054], [0.28166, -0.12515, 2.54371], [0.01897, 1.42987, 2.03411], [0.04431, -0.24786, -0.76717], [-1.82028, -1.64544, -1.57475], [-2.00309, 0.58937, -1.34428], [-0.60458, -0.41491, -3.15069]],
  "lumo_ev": 0.715,
  "homo_lumo_gap_ev": 9.940,
  "smiles": "CC#[N+][O-].[SiH4]"
}



Stability check: which of them is most stable? a).



a) {
  "formula": "CH4ClPS",
  "method": "ωB97M-V/def2-TZVPD",
  "symbols": ["C", "P", "S", "Cl", "H", "H", "H", "H"],
  "positions_angstrom": [[-1.05162, -1.20118, -0.29983], [1.81248, 1.60929, 0.77722], [0.42887, -2.23997, -0.37526], [0.20891, 2.22807, -0.09797], [-1.69692, -1.58290, 0.54824], [-1.55642, -1.31288, -1.22242], [-0.69866, -0.20289, -0.05503], [2.55337, 2.70248, 0.72504]],
  "lumo_ev": [-1.238, -1.727],
  "homo_lumo_gap_ev": [7.900, 6.827]
}



b) {
  "formula": "CH4ClPS",
  "method": "ωB97M-V/def2-TZVPD",
  "symbols": ["C", "P", "S", "Cl", "H", "H", "H", "H"],
  "positions_angstrom": [[1.46829, -0.92305, -0.05695], [-1.05166, 1.09909, 0.02871], [-1.39054, -0.81753, 0.12872], [1.81377, 0.69695, 0.21711], [1.57347, -1.40582, -1.04132], [1.48107, -1.70270, 0.75294], [-1.88816, 1.53689, -1.18609], [-2.00624, 1.51617, 1.15688]],
  "lumo_ev": [-0.596, -1.456],
  "homo_lumo_gap_ev": [7.916, 7.233]
}



Stability check: which of them is most stable? a).